# 1
Entry from OMol25: a molecular structure, C46H36MnN2O5P2S3 (wB97M-V/def2-TZVPD).

expectation value of S² = 6.210
total energy = -5288.227318 Ha
2S+1 = 5
charge = +1
energy above the lowest of the compared OMol25 structures with the same formula, charge and spin = 0.0000 eV
gap between HOMO and LUMO (spin up / spin down) = 4.1 / 5.4 eV
LUMO (spin up / spin down) = -5.63 / -4.24 eV

Structure (XYZ):
```
95
Properties=species:S:1:pos:R:3:forces:R:3
Mn 0.6131 1.1131 -1.3124 0.171 -0.689 -0.014
O 1.1468 3.9318 0.4873 0.009 0.104 -0.012
S 0.1114 2.9189 0.2832 -0.084 0.045 0.018
C -1.4054 3.6935 -0.2537 0.005 -0.099 0.008
C -1.7485 4.9331 0.2663 -0.005 -0.001 -0.005
C -2.9867 5.4633 -0.0513 0.003 -0.001 -0.005
C -3.8655 4.7537 -0.8644 0.011 -0.005 0.006
C -3.4873 3.5429 -1.4189 -0.006 0.014 -0.017
C -2.2319 3.0064 -1.1335 0.085 0.072 -0.006
P -1.6113 1.6047 -2.1109 0.010 -0.020 -0.050
C -1.7028 2.1156 -3.8229 -0.065 -0.079 -0.009
C -2.8831 1.8887 -4.5336 0.009 -0.032 -0.007
C -2.9901 2.3393 -5.8377 0.015 0.018 -0.024
C -1.9284 3.0114 -6.4287 -0.030 -0.009 0.008
C -0.7557 3.2340 -5.7217 0.031 0.001 0.030
C -0.6363 2.7832 -4.4183 -0.011 0.015 0.013
C -2.6494 0.1878 -1.8107 -0.154 0.038 0.169
C -3.2644 0.0700 -0.5570 -0.054 0.013 -0.038
C -3.9494 -1.0879 -0.2405 -0.050 -0.023 -0.013
C -4.0056 -2.1366 -1.1569 0.011 0.076 0.003
C -3.4085 -2.0162 -2.4030 0.009 -0.072 0.003
C -2.7302 -0.8532 -2.7373 0.133 0.050 0.007
C -0.4258 2.2504 1.8517 0.036 0.002 -0.031
C -0.7049 3.1577 2.8612 -0.004 -0.007 0.012
C -1.1896 2.6914 4.0724 0.004 -0.015 -0.004
C -1.4017 1.3315 4.2508 0.005 0.005 -0.014
C -1.0686 0.4284 3.2509 0.018 0.039 0.033
C -0.5423 0.8741 2.0402 0.007 -0.092 0.040
P -0.0160 -0.3136 0.7583 -0.054 0.388 -0.131
C -0.1522 -1.9383 1.4856 -0.232 -0.041 -0.155
C -1.0777 -2.8194 0.9210 0.085 0.006 0.024
C -1.1885 -4.1100 1.4230 -0.020 0.186 -0.114
C -0.3928 -4.4863 2.4920 -0.053 -0.253 0.018
C 0.5150 -3.6031 3.0625 0.101 -0.187 0.046
C 0.6551 -2.3323 2.5504 0.041 0.141 -0.007
C 2.7153 1.2109 1.7571 -0.050 0.167 -0.190
C 3.6403 2.1490 1.3078 -0.021 0.010 0.068
C 4.2786 2.9714 2.2210 0.013 0.013 0.022
C 3.9904 2.8643 3.5749 0.010 0.012 -0.045
C 3.0714 1.9227 4.0140 -0.042 -0.034 0.006
C 2.4327 1.0865 3.1087 0.015 -0.077 0.074
H -1.0485 5.4760 0.8875 -0.004 -0.004 0.002
H -3.2699 6.4328 0.3351 -0.005 -0.001 0.004
H -4.8384 5.1659 -1.0949 -0.001 0.001 -0.004
H -4.1543 3.0276 -2.0981 0.003 -0.002 -0.026
H -3.7040 1.3446 -4.0834 0.001 0.020 0.003
H -3.8976 2.1553 -6.3963 -0.001 0.000 0.000
H -2.0126 3.3527 -7.4517 0.004 0.001 -0.003
H 0.0750 3.7415 -6.1919 0.005 0.001 -0.001
H 0.2954 2.9191 -3.8861 0.018 0.011 0.007
H -3.2127 0.8816 0.1613 0.005 -0.013 -0.001
H -4.4312 -1.1831 0.7240 0.008 0.004 0.006
H -4.4958 -3.0650 -0.8965 -0.046 0.002 -0.002
H -3.4186 -2.8562 -3.0821 0.036 -0.087 -0.051
H -2.2374 -0.7712 -3.6990 -0.017 0.001 -0.013
H -0.5336 4.2146 2.7097 0.001 0.003 -0.002
H -1.4091 3.3896 4.8683 -0.005 0.001 0.004
H -1.8082 0.9645 5.1836 0.003 0.004 0.009
H -1.1953 -0.6324 3.4199 0.001 -0.005 -0.006
H -1.6699 -2.5200 0.0636 0.071 -0.013 0.015
H -1.8403 -4.8224 0.9348 0.007 -0.023 0.001
H -0.4511 -5.5028 2.8590 -0.028 0.012 0.042
H 1.1520 -3.9274 3.8744 -0.006 -0.004 0.003
H 1.4202 -1.6745 2.9392 0.022 0.007 -0.001
H 3.8587 2.2366 0.2507 -0.009 0.012 -0.001
H 4.9949 3.7022 1.8710 0.003 0.002 0.003
H 4.4826 3.5136 4.2862 0.006 -0.001 0.004
H 2.8497 1.8280 5.0688 0.002 0.005 0.007
H 1.7297 0.3492 3.4691 0.007 -0.007 -0.030
O -1.0010 -5.9441 -1.3579 0.047 0.003 0.144
C -1.1588 -5.0309 -2.1785 -0.102 -0.023 -0.165
O -2.1172 -4.7634 -2.9315 -0.016 0.073 0.016
C -0.0409 -3.9603 -2.1945 -0.033 0.067 0.041
C 0.9480 -3.9527 -1.2267 0.014 0.023 0.094
C 1.6486 -2.7773 -0.9794 0.009 -0.065 -0.013
N 1.4492 -1.6652 -1.6771 -0.061 0.055 -0.017
C 0.6394 -1.7458 -2.7448 0.044 0.064 0.036
C -0.1211 -2.8574 -3.0417 0.053 -0.028 -0.024
C 0.5670 -0.5075 -3.5786 0.131 -0.136 -0.058
O 0.0823 -0.4491 -4.6759 -0.071 0.002 0.040
O 1.1142 0.5765 -2.9836 -0.228 0.486 0.080
H 1.0729 -4.8315 -0.6075 0.000 0.005 0.028
H 2.3481 -2.6933 -0.1526 -0.009 -0.070 -0.019
H -0.8094 -2.8680 -3.8745 -0.036 0.003 0.009
S 2.0708 0.1417 0.4807 0.272 -0.116 0.052
C 4.0532 -2.2820 2.0623 -0.045 0.046 0.046
N 5.1471 -1.9817 2.7213 0.046 -0.025 -0.020
C 6.1036 -3.0184 3.1688 0.014 -0.004 -0.030
C 5.6330 -4.3426 2.5637 0.004 0.015 -0.017
S 4.0060 -3.9702 1.7944 0.005 0.029 0.066
H 5.3369 -1.0202 2.9613 -0.012 -0.009 0.015
H 6.1088 -3.0499 4.2590 -0.014 -0.007 -0.004
H 7.1050 -2.7554 2.8298 -0.001 -0.003 0.012
H 5.5059 -5.1166 3.3151 0.011 0.005 0.003
H 6.3094 -4.7080 1.7954 -0.003 0.008 -0.003
```
Forces are in eV/Å.

***

# 2
Entry from OMol25: 3 unconnected molecules or ions with the total composition C30H57N8O9P3 (wB97M-V/def2-TZVPD).

total energy = -3315.682768 Ha
gap between HOMO and LUMO = 6.0 eV
LUMO = -1.90 eV

Structure (XYZ):
```
107
Properties=species:S:1:pos:R:3:forces:R:3
C 2.4677 -2.6476 -1.3628 0.981 -0.508 0.314
C 3.4734 -1.7741 -2.3741 1.177 -1.759 1.344
N 2.8475 -1.5130 -3.7233 -2.724 1.188 1.773
C 1.7283 -0.5015 -3.6827 -1.905 -0.589 -3.744
C 0.8606 -0.4212 -4.9259 0.967 1.015 3.374
O 1.1049 -1.3430 -6.0823 -4.949 -0.907 2.661
C -0.1625 -2.1465 -6.1224 -3.855 -3.856 -5.958
N -1.1089 -2.8706 -6.6850 8.331 6.441 5.462
C -0.3871 0.6571 -5.0939 -0.730 1.905 -3.702
O -0.6789 1.1818 -6.2943 1.591 -3.459 7.425
C -1.1774 1.0511 -3.6809 -0.776 0.445 2.415
C -2.7854 1.5108 -3.6424 1.563 0.147 2.140
C -3.6778 1.6343 -5.0340 0.159 0.707 0.447
C -3.5249 1.8969 -2.1926 4.404 -1.382 0.163
C -5.0802 2.3998 -2.0724 0.833 -0.015 0.451
C -6.2112 1.2537 -2.3767 -0.846 0.386 -0.447
C -7.3916 1.2326 -1.1997 0.112 -0.592 0.410
C -8.9080 1.0666 -1.7995 -0.223 0.445 0.117
O -9.6058 -0.1375 -1.2506 1.324 0.277 -1.878
C -2.5790 1.7631 -0.8519 0.977 -0.378 -3.260
C -0.9700 1.3065 -0.8812 -2.182 0.930 -3.453
P -0.0470 1.2232 0.7884 2.041 -3.776 1.664
O 0.7287 -0.1794 0.8717 -3.153 5.611 -0.157
O -1.2948 1.3338 2.0468 2.398 1.717 -2.826
O 1.0183 2.5962 1.0437 -2.687 -1.672 -2.491
C -0.2365 0.9583 -2.3053 -3.685 0.633 -0.458
C 1.3692 0.5389 -2.4728 1.983 2.876 3.459
O 2.2220 1.1240 -1.6297 -4.843 -3.839 -5.321
H 1.5092 -3.0141 -1.9414 1.721 1.009 1.245
H 3.0392 -3.6436 -1.0371 -1.202 2.162 -0.763
H 2.2389 -2.0628 -0.3714 0.029 -1.016 -2.142
H 3.9353 -0.8294 -1.8479 -1.344 -1.715 -1.335
H 4.3957 -2.5064 -2.5710 -1.982 1.734 0.171
H 2.3803 -2.4311 -3.9928 0.835 1.610 0.072
H -3.0773 2.1421 -5.9258 -1.011 -1.427 2.125
H -4.0863 0.5775 -5.3583 0.897 2.171 0.688
H -4.5882 2.3735 -4.8253 1.890 -1.816 -0.259
H -5.2121 3.3232 -2.7887 0.243 -1.828 1.441
H -5.2374 2.7757 -0.9547 0.519 -0.751 -2.437
H -5.7212 0.1953 -2.5408 -0.993 2.160 0.509
H -6.7813 1.5337 -3.3870 1.423 -0.606 2.072
H -7.2077 0.3079 -0.4765 -0.405 1.991 -1.522
H -7.3616 2.1994 -0.5129 0.108 -1.937 -1.620
H -8.8923 1.0531 -2.9697 -0.001 -0.116 2.130
H -9.5752 1.9947 -1.4823 1.414 -2.077 -0.578
H -9.3854 -0.9328 -1.8281 -0.290 1.703 1.071
H -3.0815 2.0396 0.1861 1.339 -0.771 -2.392
H -1.5546 2.3015 2.1678 0.547 -1.390 -0.074
H 1.1046 3.0359 0.1298 -0.022 -0.922 1.816
C -4.2952 5.8091 5.0610 -0.287 0.069 -0.427
N -2.8603 5.6835 5.2185 -0.943 -0.497 1.926
C -2.5398 4.4910 6.0080 0.659 0.057 0.057
P -1.7106 6.0194 4.0162 -6.533 2.579 0.202
O -2.1529 4.8605 3.0894 3.543 -0.863 0.574
N -2.1448 7.2434 2.9058 0.987 0.986 -2.493
C -3.4454 7.8763 2.8187 0.005 0.407 0.536
C -1.6723 6.9959 1.5335 0.228 -0.372 0.121
N -1.2022 7.3516 5.0817 2.733 -1.043 -0.491
C -1.9762 8.1058 6.0497 -0.167 -0.756 1.122
C 0.0170 8.0421 4.6787 0.208 -0.135 -0.086
H -4.8021 5.6696 6.0216 0.301 -0.242 0.003
H -4.7020 5.0877 4.3456 -0.198 -0.011 -0.039
H -4.5913 6.8109 4.7650 0.130 0.005 -0.224
H -1.6145 4.6631 6.5729 0.021 -0.082 -0.107
H -2.3926 3.6140 5.3717 -0.055 -0.113 0.016
H -3.3115 4.2476 6.7442 -0.040 0.299 -0.208
H -4.2312 7.1573 2.5722 -0.186 -0.068 -0.021
H -3.4612 8.6554 2.0448 0.324 -0.261 0.027
H -3.6996 8.4042 3.7368 -0.129 -0.172 0.092
H -2.3440 6.3259 0.9908 -0.006 -0.134 -0.141
H -0.6704 6.5429 1.5411 -0.326 0.041 -0.009
H -1.5885 7.9302 0.9694 -0.108 0.069 0.254
H -2.8367 8.6079 5.6062 -0.094 -0.096 -0.166
H -1.3764 8.8860 6.5335 0.263 -0.171 -0.356
H -2.3226 7.4706 6.8704 -0.110 0.130 -0.216
H -0.2055 8.9242 4.0699 -0.040 0.053 0.003
H 0.6598 7.3766 4.0924 -0.103 0.134 0.006
H 0.6057 8.3529 5.5489 -0.056 -0.042 -0.072
C 6.7255 -5.8586 1.0112 0.250 0.272 -0.377
N 5.5396 -6.6873 0.9302 0.473 0.301 2.155
C 4.5569 -6.2646 1.9320 -0.468 -0.447 -0.093
P 4.8322 -7.2457 -0.5077 6.666 2.173 0.650
O 4.4175 -5.8378 -1.0011 -3.166 -1.910 0.190
N 5.9148 -7.5201 -1.8009 -0.158 -0.565 -2.819
C 7.3195 -7.1649 -1.8108 0.258 -0.456 0.395
C 5.3578 -7.1889 -3.1229 -0.405 0.108 0.176
N 5.3089 -8.8642 0.0594 -2.822 -0.799 -0.629
C 6.4097 -9.2531 0.9209 -0.323 0.304 1.254
C 4.7924 -9.9781 -0.7268 -0.219 0.020 -0.071
H 7.0537 -5.7559 2.0509 -0.385 -0.006 0.015
H 6.5655 -4.8583 0.5970 0.145 0.137 0.003
H 7.5812 -6.3145 0.5225 -0.103 -0.014 -0.238
H 3.9641 -7.1312 2.2525 -0.071 0.070 -0.081
H 3.8717 -5.5121 1.5319 -0.025 0.116 0.048
H 5.0186 -5.8541 2.8348 0.215 -0.125 -0.267
H 7.4663 -6.0861 -1.7119 0.103 0.167 0.030
H 7.8053 -7.4762 -2.7453 -0.412 -0.013 0.031
H 7.8736 -7.6881 -1.0327 -0.005 0.173 0.159
H 5.4397 -6.1205 -3.3385 -0.090 0.137 -0.095
H 4.2960 -7.4687 -3.1808 0.281 0.174 0.039
H 5.8700 -7.7405 -3.9176 0.138 -0.069 0.240
H 7.3821 -8.9557 0.5269 0.016 0.175 -0.111
H 6.4516 -10.3394 1.0649 -0.317 0.071 -0.341
H 6.2965 -8.8419 1.9285 0.161 0.046 -0.217
H 5.5075 -10.2916 -1.4940 0.061 -0.019 -0.014
H 3.8589 -9.6960 -1.2258 0.164 -0.034 -0.015
H 4.5556 -10.8388 -0.0918 0.014 0.079 -0.043
```
Forces are in eV/Å.

***

# 3
Entry from OMol25: a molecular structure, C28H21LuN5O4 (wB97M-V/def2-TZVPD).

total energy = -2889.780996 Ha
charge = +1
energy above the lowest of the compared OMol25 structures with the same formula, charge and spin = 0.2568 eV
gap between HOMO and LUMO = 7.2 eV
LUMO = -3.63 eV

Structure (XYZ):
```
59
Properties=species:S:1:pos:R:3:forces:R:3
Lu 0.5464 -0.4728 0.9741 0.138 -0.053 0.187
O 0.8514 1.6048 1.1359 0.073 0.388 0.018
C 0.2295 2.3853 1.9864 -0.017 -0.108 -0.039
C -0.3945 3.5651 1.5385 0.016 0.027 0.148
C -1.0855 4.3711 2.4167 0.010 0.018 -0.095
C -1.1671 4.0636 3.7788 0.025 -0.039 0.078
C -0.5346 2.9349 4.2436 -0.055 0.111 -0.033
C 0.1397 2.0684 3.3671 0.021 -0.020 0.056
C 0.8325 0.9284 3.9265 0.015 0.034 -0.023
N 1.1896 -0.1150 3.2686 -0.164 0.034 -0.135
C 2.0848 -1.0733 3.9133 0.029 0.017 0.009
C 1.8128 -2.4652 3.3703 -0.029 -0.050 -0.009
N 1.6325 -2.3912 1.9245 0.073 0.168 -0.156
C 2.1077 -3.3245 1.1820 -0.083 -0.056 -0.094
C 1.8329 -3.4829 -0.2309 0.054 -0.048 0.047
C 2.6655 -4.3339 -0.9780 -0.039 -0.003 -0.093
C 2.4151 -4.5846 -2.3062 0.057 -0.032 0.056
C 1.2841 -4.0153 -2.9001 -0.088 0.052 -0.021
C 0.4268 -3.2070 -2.1852 0.100 -0.088 0.013
C 0.6819 -2.9093 -0.8341 0.020 0.032 0.086
O -0.1189 -2.1169 -0.1629 -0.190 -0.189 -0.243
H -0.3040 3.8199 0.4904 -0.007 -0.007 -0.012
H -1.5624 5.2696 2.0446 -0.001 0.002 0.007
H -1.6968 4.7166 4.4576 -0.002 0.001 -0.003
H -0.5587 2.6988 5.3015 0.009 -0.019 0.002
H 1.0883 0.9978 4.9886 -0.007 -0.007 0.003
H 1.9890 -1.0467 5.0022 -0.009 -0.029 -0.004
H 3.1094 -0.7817 3.6652 0.005 -0.029 0.002
H 0.8804 -2.8491 3.7943 0.006 0.021 0.030
H 2.6097 -3.1612 3.6470 0.018 0.031 0.006
H 2.7464 -4.0936 1.6278 -0.018 0.013 0.048
H 3.5188 -4.7912 -0.4901 0.004 -0.001 0.003
H 3.0671 -5.2293 -2.8781 0.003 0.001 0.004
H 1.0667 -4.2222 -3.9407 0.013 -0.008 -0.003
H -0.4611 -2.7882 -2.6415 -0.014 0.011 0.009
O -2.7312 2.5592 -5.5006 0.021 -0.009 -0.037
N -2.0343 1.6227 -5.1852 -0.069 0.007 0.107
O -1.5204 0.8286 -5.9454 -0.019 0.002 -0.078
C -1.8267 1.3947 -3.7392 -0.039 0.027 -0.084
C -2.8559 1.6967 -2.9309 0.176 -0.064 0.046
C -2.7645 1.3980 -1.5345 -0.086 -0.093 -0.087
C -3.8468 1.6413 -0.6701 -0.016 -0.008 0.030
C -3.7513 1.2916 0.6483 0.091 -0.038 0.020
C -2.5737 0.6707 1.0775 -0.054 0.018 -0.042
N -1.5505 0.4232 0.2820 0.184 -0.021 0.035
C -1.6065 0.8045 -1.0181 0.049 0.121 0.002
C -0.4463 0.6315 -1.8857 -0.199 -0.140 0.058
N 0.7283 0.2328 -1.3391 -0.085 -0.145 0.074
C 1.7754 0.0731 -2.1189 0.028 -0.009 -0.099
C 1.7456 0.3078 -3.4976 -0.001 -0.025 0.106
C 0.5722 0.7067 -4.0728 0.015 -0.001 0.012
C -0.5715 0.8760 -3.2631 0.078 0.176 0.061
H -3.7556 2.1341 -3.3402 -0.016 0.000 0.003
H -4.7450 2.1012 -1.0621 0.000 0.008 -0.004
H -4.5529 1.4685 1.3498 -0.008 0.007 -0.006
H -2.4669 0.3664 2.1132 -0.026 -0.004 0.007
H 2.6948 -0.2602 -1.6500 -0.002 0.016 0.026
H 2.6442 0.1705 -4.0809 -0.014 0.001 -0.029
H 0.5138 0.8908 -5.1342 0.030 -0.004 0.031
```
Forces are in eV/Å.